No. 1
Below is a 2-piece molecular cluster, CH4N3O2 overall at a distorted geometry, with properties calculated with ωB97M-V with the def2-TZVPD basis set.

XYZ file:
```
10
Properties=species:S:1:pos:R:3:mulliken_charge:R:1
C 1.53182 -0.35181 -0.35211 0.105
N 0.10459 1.24592 0.41110 -0.521
N -1.81100 -1.04224 -0.04581 -0.161
N 0.57385 0.51220 -0.64927 -0.534
O -2.11600 0.07018 0.48945 -0.359
O 2.06115 -0.57639 0.74355 -0.717
H 1.88457 -0.88121 -1.26459 0.350
H 0.52727 0.88140 1.28236 0.237
H -0.92953 1.08820 0.47605 0.403
H -1.82672 -0.94624 -1.09075 0.197
```

Results
Electronic energy ... -355.15051 Eh
HOMO-LUMO gap (spin up / spin down) ... 6.17 / 6.61 eV
HOMO energy (spin up / spin down) ... -0.097 / -0.103 Ha
LUMO level (spin up / spin down) ... 0.12949 / 0.13968 Eh
Charge ... -1
Energy relative to the best compared isomer or geometry (same formula, charge and spin) ... 268.5 kJ/mol



No. 2
Below is a 2-piece molecular cluster, CH4N3O2 overall at a distorted geometry, with properties calculated with ωB97M-V with the def2-TZVPD basis set.

XYZ file:
```
10
Properties=species:S:1:pos:R:3:mulliken_charge:R:1
C 0.22421 -1.37925 0.26943 0.006
N -0.99463 0.45208 0.94463 -0.536
N 1.71491 1.73328 -1.86111 -0.055
N 0.27461 -0.09285 0.57974 -0.414
O 2.26977 1.03845 -2.75449 -0.278
O -0.64702 -2.21849 0.46457 -0.702
H 1.20592 -1.82305 -0.18119 0.297
H -1.72435 -0.22840 1.01399 0.243
H -1.45611 1.03582 0.27681 0.149
H 1.91038 1.17754 -0.90786 0.288
```

Results
Electronic energy ... -355.14505 Eh
HOMO-LUMO gap ... 5.78 eV
HOMO energy ... -0.105 Ha
LUMO level ... 0.10736 Eh
Charge ... -1
Energy relative to the best compared isomer or geometry (same formula, charge and spin) ... 282.9 kJ/mol



No. 3
Below is a 2-piece molecular cluster, CH4N3O2 overall at a distorted geometry, with properties calculated with ωB97M-V with the def2-TZVPD basis set.

XYZ file:
```
10
Properties=species:S:1:pos:R:3:mulliken_charge:R:1
C 2.07376 0.09770 -0.13832 0.716
N -1.04986 0.74327 0.80393 -0.639
N -0.96979 -1.03842 -0.69917 -0.307
N -0.99556 -0.71311 0.59324 -0.698
O 1.68320 0.56297 -1.15350 -0.405
O 2.63270 -0.21106 0.88068 -0.442
H -0.05284 1.07411 0.42015 0.060
H -0.98034 0.81342 1.75542 0.404
H -0.46090 -0.37048 -1.22357 0.119
H -1.88036 -0.95840 -1.23887 0.190
```

Results
Electronic energy ... -355.15830 Eh
HOMO-LUMO gap ... 3.94 eV
HOMO energy ... -0.017 Ha
LUMO level ... 0.12734 Eh
Charge ... -1
Energy relative to the best compared isomer or geometry (same formula, charge and spin) ... 248.1 kJ/mol



No. 4
Below is a 2-piece molecular cluster, CH4N3O3 overall at a distorted geometry, with properties calculated with ωB97M-V with the def2-TZVPD basis set.

XYZ file:
```
11
Properties=species:S:1:pos:R:3:mulliken_charge:R:1
C -0.34387 0.55064 0.39438 -0.398
N 1.22392 -2.22379 0.47501 -0.608
N 1.43823 -0.39231 -0.67404 -0.449
N 2.00544 -3.08212 0.03033 1.190
O 2.74234 -3.00709 -0.95808 -0.731
O 1.90572 -4.16613 0.69376 -0.746
O 0.12545 0.12606 -0.85616 -0.199
H 0.54638 1.16689 0.81496 0.199
H -0.44702 -0.47822 0.91062 0.238
H -1.23677 1.14261 0.31401 0.235
H 1.68920 -0.80412 -1.58291 0.269
```

Results
Electronic energy ... -430.25584 Eh
HOMO-LUMO gap (spin up / spin down) ... 7.76 / 8.15 eV
HOMO energy (spin up / spin down) ... -0.141 / -0.154 Ha
LUMO level (spin up / spin down) ... 0.14468 / 0.14507 Eh
Charge ... -1
Energy relative to the best compared isomer or geometry (same formula, charge and spin) ... 601.4 kJ/mol



No. 5
Below is a 2-piece molecular cluster, CH4N3P overall at a distorted geometry, with properties calculated with ωB97M-V with the def2-TZVPD basis set.

XYZ file:
```
9
Properties=species:S:1:pos:R:3:mulliken_charge:R:1
C 0.10879 0.44319 -0.83129 -0.458
N 1.39793 0.00093 -1.04919 -0.131
N 1.75070 -0.99968 -0.44265 -0.290
N 0.78535 -1.45338 0.31527 -0.024
P -0.83934 -0.87249 -0.11700 -0.025
H 0.48801 1.92814 0.15399 0.169
H -0.35797 1.12301 -1.50327 0.429
H 1.05430 -2.29755 0.92848 0.260
H -0.97984 -0.70835 1.24464 0.069
```

Results
Electronic energy ... -545.93011 Eh
HOMO-LUMO gap (spin up / spin down) ... 7.68 / 7.69 eV
HOMO energy (spin up / spin down) ... -0.301 / -0.302 Ha
LUMO level (spin up / spin down) ... -0.01889 / -0.01902 Eh
Energy relative to the best compared isomer or geometry (same formula, charge and spin) ... 504.7 kJ/mol



No. 6
Below is CH4N3P in the gas phase at a distorted geometry, with properties calculated with ωB97M-V with the def2-TZVPD basis set.

XYZ file:
```
9
Properties=species:S:1:pos:R:3:mulliken_charge:R:1
C 0.49060 -0.98458 -0.33622 -0.415
N -0.98035 -0.97291 -0.09345 -0.272
N -1.54388 0.11576 0.05758 0.118
N -1.09770 1.30778 -0.19986 -0.415
P 1.35450 0.63942 -0.15679 0.074
H 0.89352 -1.73912 0.41687 0.310
H 0.90227 -1.19631 -1.28505 0.319
H -1.37687 2.06988 0.37882 0.251
H 1.35791 0.76008 1.21809 0.030
```

Results
Electronic energy ... -545.97181 Eh
HOMO-LUMO gap ... 7.95 eV
HOMO energy ... -0.329 Ha
LUMO level ... -0.03636 Eh
Energy relative to the best compared isomer or geometry (same formula, charge and spin) ... 395.3 kJ/mol